Record 1
Computed, not measured: C20H33NO6 in the gas phase, with the ωB97M-V functional and the def2-TZVPD basis.

Each atom is followed by the atoms it is bonded to, with distances in Å.
Atoms and positions in Å:
1 C 1.86283 -4.63806 4.71240  O2 1.405, H28 1.089, H29 1.095, H30 1.095
2 O 0.71749 -3.91130 4.34503  C1 1.405, C3 1.367
3 C 0.87367 -2.81088 3.54944  O2 1.367, C4 1.395, C27 1.389
4 C -0.29532 -2.11930 3.23239  C3 1.395, C5 1.379, H31 1.079
5 C -0.24790 -1.00196 2.42635  C4 1.379, C6 1.389, H32 1.081
6 C 0.95791 -0.54465 1.90936  C5 1.389, C7 1.507, C26 1.385
7 C 1.00553 0.68166 1.03428  C6 1.507, N8 1.455, H33 1.096, H34 1.100
8 N 2.11726 0.64239 0.09595  C7 1.455, C9 1.449, C25 1.452
9 C 2.73208 1.93570 -0.12327  N8 1.449, C10 1.539, H35 1.093, H36 1.093
10 C 1.85724 3.00007 -0.80882  C9 1.539, O11 1.415, H37 1.102, H38 1.096
11 O 1.85692 2.76941 -2.20533  C10 1.415, C12 1.404
12 C 0.98339 3.59560 -2.92952  O11 1.404, C13 1.535, H39 1.099, H40 1.093
13 C -0.49849 3.21986 -2.79368  C12 1.535, O14 1.416, H41 1.099, H42 1.097
14 O -1.05184 3.86716 -1.66236  C13 1.416, C15 1.404
15 C -2.44912 3.77048 -1.56452  O14 1.404, C16 1.533, H43 1.099, H44 1.093
16 C -2.94950 2.39674 -1.10222  C15 1.533, O17 1.412, H45 1.101, H46 1.098
17 O -2.95372 1.50469 -2.19610  C16 1.412, C18 1.409
18 C -3.49847 0.23667 -1.91298  O17 1.409, C19 1.533, H47 1.099, H48 1.092
19 C -2.65816 -0.55665 -0.90616  C18 1.533, O20 1.414, H49 1.095, H50 1.102
20 O -2.83514 -1.94078 -1.13645  C19 1.414, C21 1.408
21 C -2.01402 -2.75204 -0.33027  O20 1.408, C22 1.534, H51 1.093, H52 1.098
22 C -0.55084 -2.81851 -0.78648  C21 1.534, O23 1.405, H53 1.101, H54 1.101
23 O 0.05664 -1.56457 -0.60386  C22 1.405, C24 1.410
24 C 1.40972 -1.49695 -0.99373  O23 1.410, C25 1.528, H55 1.098, H56 1.101
25 C 1.80478 -0.02905 -1.15255  N8 1.452, C24 1.528, H57 1.092, H58 1.101
26 C 2.11757 -1.22367 2.24527  C6 1.385, C27 1.385, H59 1.080
27 C 2.08601 -2.34909 3.05255  C3 1.389, C26 1.385, H60 1.079
28 H 1.50688 -5.45174 5.34281  C1 1.089
29 H 2.37347 -5.05630 3.83817  C1 1.095
30 H 2.56626 -4.02163 5.28222  C1 1.095
31 H -1.22915 -2.48408 3.63168  C4 1.079
32 H -1.16188 -0.47557 2.19078  C5 1.081
33 H 1.13576 1.55377 1.68555  C7 1.096
34 H 0.03908 0.79090 0.52055  C7 1.100
35 H 3.05010 2.32028 0.84934  C9 1.093
36 H 3.62067 1.78682 -0.74206  C9 1.093
37 H 2.27001 4.00125 -0.60705  C10 1.102
38 H 0.83506 2.97316 -0.41490  C10 1.096
39 H 1.10647 4.64645 -2.63117  C12 1.099
40 H 1.28342 3.47742 -3.97353  C12 1.093
41 H -1.03798 3.54431 -3.69494  C13 1.099
42 H -0.60068 2.13126 -2.71075  C13 1.097
43 H -2.91874 4.00863 -2.52901  C15 1.099
44 H -2.73738 4.51926 -0.82245  C15 1.093
45 H -3.96959 2.49942 -0.70136  C16 1.101
46 H -2.29459 2.03417 -0.29836  C16 1.098
47 H -4.53533 0.33487 -1.56099  C18 1.099
48 H -3.49618 -0.30098 -2.86308  C18 1.092
49 H -1.60639 -0.28516 -1.04359  C19 1.095
50 H -2.95048 -0.32164 0.12968  C19 1.102
51 H -2.44243 -3.75537 -0.39373  C21 1.093
52 H -2.03998 -2.40998 0.71253  C21 1.098
53 H -0.50913 -3.10724 -1.84855  C22 1.101
54 H -0.03169 -3.58738 -0.19300  C22 1.101
55 H 2.04699 -2.00066 -0.25483  C24 1.098
56 H 1.53517 -1.99874 -1.96561  C24 1.101
57 H 2.69901 0.02224 -1.77722  C25 1.092
58 H 0.98581 0.46929 -1.69376  C25 1.101
59 H 3.05956 -0.86660 1.85708  C26 1.080
60 H 3.01139 -2.85342 3.28483  C27 1.079

As for the charge: 0. Its relative energy (zero: lowest compared OMol25 entry of this formula, charge and spin) is 2.9 kJ/mol. Its multiplicity is 1. The SMILES is COc1ccc(CN2CCOCCOCCOCCOCCOCC2)cc1. The HOMO energy is -8.097 eV. The frontier orbital gap comes out at 8.962 eV. The value obtained for the calculated total energy is -35047.766 eV.

Record 2
Computed, not measured: 14 unconnected molecules or ions with the total composition C13H54N8O14 at a distorted geometry, with the ωB97M-V functional and the def2-TZVPD basis.

Each atom is followed by the atoms it is bonded to, with distances in Å.
Atoms and positions in Å:
1 O 20.49614 -8.65286 13.05194  H2 0.974, H3 0.961
2 H 20.47084 -9.62021 13.15890  O1 0.974
3 H 20.13326 -8.31578 13.87556  O1 0.961
4 O 16.53177 -9.20745 9.28301  H5 0.964, H6 0.964
5 H 16.50723 -8.68433 10.09279  O4 0.964
6 H 15.60957 -9.28319 9.01160  O4 0.964
7 O 21.97843 -15.07465 10.88591  H8 0.961, H9 0.971
8 H 22.82332 -15.29252 10.48267  O7 0.961
9 H 21.47990 -14.62329 10.18483  O7 0.971
10 O 17.50916 -16.00794 13.36353  H11 0.965, H12 0.965
11 H 16.99416 -16.40160 14.07780  O10 0.965
12 H 17.58506 -16.70916 12.70469  O10 0.965
13 O 17.81521 -6.52693 11.67020  H14 0.965, H15 0.962
14 H 18.32775 -6.73366 10.87906  O13 0.965
15 H 17.51892 -7.38373 11.99336  O13 0.962
16 O 17.76249 -12.73693 13.90152  H17 0.961, H18 0.982
17 H 17.23152 -13.26459 14.50394  O16 0.961
18 H 18.44772 -13.35691 13.56821  O16 0.982
19 O 20.21125 -11.25355 14.12238  H20 0.967, H21 0.969
20 H 20.89470 -11.68270 14.65603  O19 0.967
21 H 19.50413 -11.91254 14.05811  O19 0.969
22 C 22.84712 -8.45243 9.41097  O23 1.242, N24 1.354, N25 1.353
23 O 24.06863 -8.37437 9.62196  C22 1.242
24 N 22.00227 -8.63017 10.45410  C22 1.354, H26 1.004, H27 1.001
25 N 22.22721 -8.30910 8.21674  C22 1.353, H28 1.008, H29 1.004
26 H 21.02788 -8.66098 10.21609  N24 1.004
27 H 22.33971 -8.70171 11.39428  N24 1.001
28 H 21.23027 -8.16893 8.26399  N25 1.008
29 H 22.85387 -8.25036 7.43481  N25 1.004
30 C 20.48838 -14.53303 15.20247  O31 1.230, N32 1.382, N33 1.335
31 O 21.56584 -13.96220 15.36076  C30 1.230
32 N 19.88291 -14.59786 13.96200  C30 1.382, H34 1.009, H35 1.018
33 N 19.72888 -15.00306 16.19501  C30 1.335, H36 1.003, H37 1.003
34 H 20.47637 -14.29599 13.20434  N32 1.009
35 H 19.09656 -15.23891 13.87489  N32 1.018
36 H 18.86888 -15.46020 15.95440  N33 1.003
37 H 19.98720 -14.97006 17.16325  N33 1.003
38 C 15.83709 -12.36568 6.14362  O39 1.235, N40 1.343, N41 1.363
39 O 15.34409 -12.45598 5.01505  C38 1.235
40 N 16.30571 -11.20760 6.63750  C38 1.343, H42 1.003, H43 1.007
41 N 15.61750 -13.30675 7.10482  C38 1.363, H44 1.001, H45 1.006
42 H 16.30733 -10.36637 6.09148  N40 1.003
43 H 16.73914 -11.13469 7.54347  N40 1.007
44 H 15.14456 -14.17231 6.93252  N41 1.001
45 H 16.17274 -13.22725 7.93935  N41 1.006
46 C 18.88738 -6.53982 8.42807  O47 1.227, N48 1.356, N49 1.363
47 O 19.45677 -7.52660 8.88469  C46 1.227
48 N 18.85121 -5.31226 9.00389  C46 1.356, H50 1.007, H51 1.001
49 N 18.17727 -6.55521 7.26448  C46 1.363, H52 1.003, H53 1.001
50 H 19.36027 -5.13553 9.85438  N48 1.007
51 H 18.39138 -4.51410 8.61138  N48 1.001
52 H 18.14233 -7.41574 6.74947  N49 1.003
53 H 17.52150 -5.81133 7.12457  N49 1.001
54 C 18.76419 -13.13712 10.57204  C55 1.517, H58 1.091, H59 1.094, H60 1.091
55 C 18.32844 -11.71552 10.26903  C54 1.517, C56 1.542, O57 1.469, H61 1.094
56 C 19.04376 -10.60326 11.06275  C55 1.542, H62 1.087, H63 1.093, H64 1.089
57 O 18.48089 -11.34042 8.85728  C55 1.469, H65 0.971
58 H 18.54678 -13.79625 9.73049  C54 1.091
59 H 18.15158 -13.58982 11.35719  C54 1.094
60 H 19.75914 -13.17421 11.01753  C54 1.091
61 H 17.29070 -11.64685 10.60851  C55 1.094
62 H 18.75391 -9.60350 10.74971  C56 1.087
63 H 20.12223 -10.74019 10.94969  C56 1.093
64 H 18.87956 -10.76059 12.12787  C56 1.089
65 H 18.13463 -10.43684 8.93384  O57 0.971
66 C 14.83170 -13.54694 10.29264  C67 1.514, H70 1.090, H71 1.090, H72 1.092
67 C 13.40912 -14.04287 10.43796  C66 1.514, C68 1.535, O69 1.446, H73 1.093
68 C 12.73111 -14.04904 9.06133  C67 1.535, H74 1.092, H75 1.089, H76 1.088
69 O 13.47217 -15.35920 11.03200  C67 1.446, H77 0.962
70 H 15.35311 -14.16027 9.55723  C66 1.090
71 H 15.29974 -13.58267 11.27644  C66 1.090
72 H 14.91015 -12.54592 9.86417  C66 1.092
73 H 12.88097 -13.37769 11.12549  C67 1.093
74 H 12.70662 -12.99723 8.76721  C68 1.092
75 H 11.71460 -14.43895 9.02231  C68 1.089
76 H 13.36416 -14.53546 8.32145  C68 1.088
77 H 12.72313 -15.82915 10.65230  O69 0.962
78 C 22.16423 -11.95293 6.99959  C79 1.546, H82 1.094, H83 1.086, H84 1.096
79 C 22.27971 -12.76306 8.31109  C78 1.546, C80 1.560, O81 1.416, H85 1.092
80 C 22.82871 -11.88398 9.47711  C79 1.560, H86 1.086, H87 1.091, H88 1.091
81 O 21.09519 -13.47528 8.61761  C79 1.416, H89 0.964
82 H 21.64436 -11.01167 7.20344  C78 1.094
83 H 21.80872 -12.46009 6.10798  C78 1.086
84 H 23.15085 -11.51329 6.81523  C78 1.096
85 H 23.04060 -13.54407 8.25193  C79 1.092
86 H 23.81447 -11.46611 9.29471  C80 1.086
87 H 22.82901 -12.56440 10.32993  C80 1.091
88 H 22.08501 -11.10554 9.65248  C80 1.091
89 H 20.32925 -12.91186 8.77482  O81 0.964

As for the charge: 0. Its multiplicity is 1. The HOMO energy is -8.886 eV. The frontier orbital gap comes out at 8.564 eV. The value obtained for the calculated total energy is -54946.753 eV.